ORCA calculation (wB97M-V/def2-TZVPD) on a structure of composition C8H13NO8P2SW.

XYZ file:
```
34
Properties=species:S:1:pos:R:3:lowdin_charge:R:1
W -0.19 -0.20 -0.01 1.08
O 1.71 0.36 -0.19 -0.32
N 2.63 -0.10 0.74 -0.18
C 3.93 0.27 0.52 -0.08
C 4.93 -0.20 1.31 -0.12
C 4.64 -1.10 2.38 -0.13
C 3.30 -1.47 2.56 -0.14
C 2.30 -0.99 1.75 -0.53
S 0.60 -1.43 1.96 0.84
H 4.07 0.95 -0.31 0.12
H 5.94 0.12 1.11 0.09
H 5.42 -1.49 3.01 0.07
H 3.01 -2.14 3.36 0.09
C -3.42 0.05 -0.10 -0.09
C -2.78 0.21 -1.48 -0.58
O -3.80 0.36 -2.49 -0.11
P -1.70 1.70 -1.48 0.42
O -2.35 2.57 -2.65 -0.12
O -1.93 2.66 -0.24 -0.16
O -0.26 1.38 -1.79 -0.38
P -1.82 -1.37 -1.83 0.32
O -0.32 -1.09 -2.45 -0.20
O -2.69 -2.13 -2.77 -0.30
O -1.43 -1.89 -0.45 -0.45
H -4.03 0.92 0.12 0.09
H -2.65 -0.06 0.68 0.04
H -4.05 -0.85 -0.08 0.09
H -3.80 -0.50 -2.95 0.07
H -3.09 2.06 -3.03 0.06
H -1.43 2.21 0.48 0.04
H -0.25 -0.25 -2.93 0.06
C -0.14 0.24 2.06 -0.59
H 0.64 0.93 2.41 0.01
H -0.97 0.25 2.77 -0.01
```

Gap between HOMO and LUMO (spin up / spin down)   0.19620 / 0.21469 Ha
E_HOMO (spin up / spin down)   -2.33 / -2.85 eV
E_LUMO (spin up / spin down)   3.01 / 3.00 eV
F_max   0.024 hartree/bohr
Energy above the lowest of the compared OMol25 structures with the same formula, charge and spin   1.493 eV
Spin multiplicity   2
Net charge   -1
⟨S²⟩   0.771